[1]
{"formula": "C6H9N2O2", "method": "ωB97M-V/def2-TZVPD", "total_energy_ha": -494.10707, "homo_lumo_gap_ev": 8.263, "relative_energy_ev": 0.425, "e_homo_ev": -4.66, "charge": -1, "elements": ["C", "C", "O", "O", "H", "H", "H", "C", "C", "C", "C", "N", "N", "H", "H", "H", "H", "H", "H"], "coordinates": [[-2.98383, 0.69710, -0.07884], [-3.06183, -0.78633, 0.33280], [-4.04257, -1.14923, 1.00282], [-2.15882, -1.52478, -0.15381], [-3.69438, 1.32926, 0.44794], [-3.17766, 0.76117, -1.15225], [-1.96217, 1.01525, 0.10890], [3.13856, 1.23520, 0.28653], [2.07712, 0.20969, 0.13229], [1.24706, -1.75722, 0.07240], [0.87974, 0.28696, -0.53029], [2.30072, -1.09182, 0.49610], [0.36831, -0.96647, -0.57500], [1.01277, -2.77908, 0.32810], [4.07140, 0.98956, -0.22850], [3.40285, 1.57138, 1.29508], [-0.59849, -1.35950, -0.68526], [0.36036, 1.16073, -0.89374], [2.82085, 2.15815, -0.20527]], "forces_ev_per_angstrom": [[0.2, -0.3, 0.0], [-0.9, -0.1, -0.4], [0.2, 0.1, 0.1], [0.1, -0.3, 0.0], [0.0, -0.1, 0.1], [0.1, 0.0, 0.0], [0.1, 0.3, -0.1], [0.2, 1.3, -0.3], [0.4, -0.6, -0.3], [0.3, 0.4, 0.3], [-0.1, 0.9, 0.0], [0.2, -0.3, 0.2], [-0.1, -1.5, 0.3], [0.1, 0.0, -0.2], [-0.1, -0.4, 0.1], [-0.2, -0.6, 0.1], [-0.3, 1.3, 0.0], [0.0, -0.2, -0.2], [-0.2, 0.1, -0.1]]}

=====

[2]
{"formula": "C3H13N3O", "method": "ωB97M-V/def2-TZVPD", "total_energy_ha": -361.50870, "homo_lumo_gap_ev": 8.406, "relative_energy_ev": 3.150, "e_homo_ev": -7.64, "charge": 0, "elements": ["C", "N", "N", "O", "H", "H", "H", "H", "H", "H", "C", "C", "N", "H", "H", "H", "H", "H", "H", "H"], "coordinates": [[1.67732, -0.07813, 0.62496], [0.72539, 0.48808, 1.42079], [3.00492, 0.44037, 0.67150], [1.69126, -1.47517, 0.72900], [1.53521, -1.64946, 1.66742], [1.22094, -0.00884, -0.69002], [-0.46542, 0.29086, 0.63824], [3.62164, -0.10782, 0.08436], [0.94117, 1.46248, 1.60280], [3.04011, 1.41469, 0.39841], [-1.94751, 1.12424, -0.88618], [-1.72320, -1.28899, -0.46391], [-1.10355, 0.03234, -0.41634], [-0.10016, 0.00583, -0.95391], [-2.82290, 1.21967, -0.23980], [-2.57885, -1.32404, 0.21396], [-2.29250, 0.95688, -1.91127], [-1.37998, 2.05349, -0.85230], [-0.97958, -2.02433, -0.16227], [-2.06431, -1.53215, -1.47546]], "forces_ev_per_angstrom": [[-0.8, 0.0, -2.6], [-1.3, 0.2, -0.2], [0.0, 0.1, 0.2], [0.1, -0.3, 0.0], [0.0, 0.0, 0.0], [1.4, -0.1, 1.6], [0.9, 0.1, 0.6], [-0.1, 0.1, 0.0], [0.0, 0.0, 0.1], [0.0, -0.1, 0.0], [0.0, 0.0, 0.0], [0.1, 0.0, 0.0], [1.9, 0.1, -0.8], [-2.3, 0.0, 1.0], [0.1, 0.0, 0.0], [0.1, 0.0, 0.0], [0.0, 0.0, 0.0], [0.0, 0.0, 0.0], [-0.1, 0.0, 0.1], [0.0, 0.1, 0.0]]}

=====

[3]
{"formula": "C16H23IN6O6", "method": "ωB97M-V/def2-TZVPD", "total_energy_ha": -1701.20350, "homo_lumo_gap_ev": 8.328, "smiles": "Nc1ncnc2c1c(I)cn2[C@@H]1O[C@H](CO)[C@@H](O)[C@H]1O.CNC(=O)CNC(C)=O", "e_homo_ev": -8.31, "charge": 0, "elements": ["N", "C", "N", "C", "N", "C", "C", "C", "I", "C", "N", "C", "O", "C", "C", "O", "C", "O", "C", "O", "H", "H", "H", "H", "H", "H", "H", "H", "H", "H", "H", "H", "H", "C", "N", "C", "O", "C", "N", "C", "C", "O", "H", "H", "H", "H", "H", "H", "H", "H", "H", "H"], "coordinates": [[-1.87171, 5.06720, -3.56385], [-1.78193, 4.36139, -2.42181], [-1.81685, 5.10718, -1.34632], [-1.72690, 4.46985, -0.17568], [-1.58680, 3.14501, -0.04103], [-1.52209, 2.44266, -1.16592], [-1.61924, 3.00574, -2.40828], [-1.51090, 1.92516, -3.37807], [-1.54970, 2.06214, -5.61621], [-1.35952, 0.76349, -2.66973], [-1.35993, 1.07497, -1.31081], [-1.28847, 0.13076, -0.19044], [-0.46165, -0.98958, -0.54208], [-1.25489, -2.18872, -0.52819], [-0.87185, -3.15717, -1.65516], [-1.14762, -2.62220, -2.95944], [-2.71638, -1.74624, -0.58062], [-3.58494, -2.65638, 0.10040], [-2.67923, -0.41332, 0.15216], [-2.81731, -0.61585, 1.57696], [-1.48084, 4.60158, -4.37369], [-1.66871, 6.04779, -3.41580], [-1.76976, 5.06716, 0.73080], [-1.24096, -0.22673, -3.09800], [-0.86653, 0.64704, 0.67746], [-1.08226, -2.70139, 0.42353], [0.19466, -3.39222, -1.57149], [-1.43080, -4.08966, -1.52293], [-0.89374, -3.25892, -3.65044], [-3.04164, -1.60545, -1.61719], [-3.55014, -2.43746, 1.05306], [-3.47101, 0.25219, -0.21054], [-2.81830, 0.24178, 2.04344], [5.05860, -1.34819, 0.38258], [3.81214, -1.09995, 1.10222], [2.86151, -2.02150, 1.30763], [2.95420, -3.15837, 0.86565], [1.62819, -1.62162, 2.12726], [1.60381, -0.20525, 2.52109], [2.18610, 0.34847, 3.58350], [2.90388, -0.52117, 4.59597], [2.15836, 1.55771, 3.73421], [5.67367, -2.05260, 0.94558], [5.60797, -0.41572, 0.24765], [4.83885, -1.78185, -0.59487], [3.65401, -0.17596, 1.47534], [0.74842, -1.83429, 1.52573], [1.58691, -2.25828, 3.01045], [1.14647, 0.44274, 1.89737], [3.72127, -1.05311, 4.11393], [3.30332, 0.11545, 5.38477], [2.20023, -1.22833, 5.02990]], "forces_ev_per_angstrom": [[0.2, 0.1, -1.1], [0.2, 1.5, -1.0], [-0.1, 0.2, 2.1], [0.1, -1.2, -0.6], [0.0, 0.3, 1.4], [0.0, -0.5, 0.4], [0.0, -1.6, -1.6], [-0.1, 0.2, -0.9], [0.0, -0.2, 2.3], [-0.1, 0.7, -0.7], [0.3, -0.1, 0.4], [0.1, -0.2, -0.5], [-0.7, 0.5, 0.0], [0.0, -0.4, -0.7], [0.4, 0.0, -0.2], [0.0, 0.1, 0.1], [-0.4, -0.4, 1.4], [0.3, 0.2, -0.4], [-0.2, 0.9, 0.4], [0.2, 0.1, -0.5], [-0.2, 0.5, -0.1], [-0.1, -0.2, -0.3], [0.0, -0.1, -0.1], [0.0, 0.0, 0.6], [0.0, 0.1, -0.3], [0.0, -0.2, 0.0], [0.0, 0.1, 0.1], [-0.1, 0.1, 0.2], [-0.1, 0.3, 0.6], [-0.1, -0.1, 0.3], [0.0, 0.0, -0.6], [0.2, 0.0, 0.2], [0.0, -0.5, -0.5], [-0.4, -0.3, 0.1], [0.3, 1.1, 0.2], [0.0, -0.9, -0.4], [-0.2, 0.1, 0.2], [0.4, 0.9, 0.2], [-0.7, -1.6, -1.3], [0.8, 1.1, 1.4], [-0.2, 0.0, -0.2], [-0.1, 0.3, 0.0], [0.0, 0.0, -0.1], [-0.2, -0.1, 0.1], [0.1, 0.0, 0.1], [0.0, -0.1, -0.1], [0.0, 0.0, -0.1], [0.1, 0.0, -0.1], [0.1, 0.1, 0.1], [0.0, -0.2, 0.0], [-0.1, 0.0, -0.2], [0.1, -0.2, 0.1]]}